44
Properties=species:S:1:pos:R:3:forces:R:3:lowdin_spin:R:1 method="wB97M-V/def2-TZVPD" s2=2.02 e_homo_ev="-2.83 / -4.19" de_lowest_ev=2.240 orbital_gap_ev="5.31 / 6.66" charge=-1 lumo_ha="0.0910 / 0.0910" multiplicity=3
Au -0.608 0.358 -2.537 0.186 0.214 3.302 0.68
N -2.474 0.660 -1.647 -3.855 1.010 -0.430 0.08
C -2.673 0.508 -0.234 0.480 0.285 0.592 0.01
C -3.929 0.646 0.346 -0.015 -0.138 0.138 0.01
C -4.070 0.534 1.720 0.022 -0.022 0.007 0.00
C -2.959 0.297 2.517 0.055 -0.003 0.057 0.00
C -1.701 0.180 1.945 -0.133 0.006 -0.001 0.00
C -1.533 0.297 0.568 -0.380 -0.171 -0.451 0.00
P 0.065 0.155 -0.334 0.350 -0.483 1.254 0.04
C 1.029 1.521 0.398 0.241 0.173 0.081 0.02
C 1.522 1.527 1.704 0.043 -0.022 0.126 0.01
C 2.252 2.605 2.185 -0.041 -0.021 -0.024 0.00
C 2.503 3.697 1.364 -0.017 0.026 -0.061 0.00
C 2.020 3.706 0.064 -0.026 -0.036 0.176 0.00
C 1.287 2.625 -0.413 -0.042 0.082 -0.205 0.00
C 0.810 -1.361 0.342 0.069 -0.040 0.474 0.00
C 0.020 -2.480 0.611 -0.165 -0.065 -0.005 0.00
C 0.583 -3.662 1.071 0.077 0.075 -0.075 0.00
C 1.956 -3.753 1.255 0.021 -0.025 0.042 0.01
C 2.760 -2.660 0.962 -0.120 -0.038 -0.073 0.00
C 2.192 -1.482 0.499 0.163 0.092 0.000 0.00
H -3.214 0.192 -2.181 0.379 -0.946 0.392 0.00
H -2.767 1.594 -1.967 0.906 0.403 0.486 0.00
H -4.802 0.836 -0.268 0.062 -0.008 -0.075 0.00
H -5.050 0.633 2.173 0.018 0.002 -0.030 0.00
H -3.072 0.205 3.591 0.001 0.000 -0.030 0.00
H -0.850 -0.014 2.586 0.044 0.007 -0.082 0.00
H 1.350 0.684 2.363 0.012 -0.045 -0.092 0.00
H 2.628 2.591 3.202 -0.012 -0.012 -0.022 0.00
H 3.075 4.539 1.738 -0.001 -0.030 -0.003 0.00
H 2.212 4.554 -0.583 -0.010 -0.042 -0.007 0.00
H 0.916 2.649 -1.434 -0.001 -0.150 0.017 0.00
H -1.052 -2.448 0.449 0.034 0.101 0.019 0.00
H -0.051 -4.517 1.273 0.006 0.029 -0.023 0.00
H 2.398 -4.677 1.608 -0.010 0.026 -0.003 0.00
H 3.834 -2.728 1.083 -0.024 0.016 -0.031 0.00
H 2.848 -0.654 0.249 -0.102 0.044 0.027 0.00
O 2.195 -1.647 -4.373 -0.051 0.255 0.190 0.01
C 1.231 -1.140 -3.828 0.425 -0.893 -0.609 0.01
O 1.208 0.023 -3.276 2.622 -0.572 -1.167 0.15
C -0.120 -1.986 -3.791 0.440 -0.853 -0.542 0.00
O -0.105 -3.088 -4.312 -0.178 0.156 0.132 0.01
O -1.135 -1.445 -3.213 -0.728 -3.055 -0.953 0.06
O -0.728 1.924 -3.475 -0.741 4.667 -2.518 0.90

102
Properties=species:S:1:pos:R:3:forces:R:3:lowdin_charge:R:1 method="wB97M-V/def2-TZVPD" e_homo_ev=-11.09 orbital_gap_ev=6.25 charge=+1 lumo_ha=-0.1778
C -2.362 -3.049 0.134 0.081 0.248 -0.584 -0.10
C -3.470 -3.104 -1.013 -0.209 -0.671 0.645 -0.24
C -4.438 -1.862 -1.018 0.365 -0.487 -0.389 -0.19
C -3.757 -0.479 -1.423 -0.289 -0.629 -0.548 -0.11
C -2.444 -0.705 -2.262 0.678 0.983 1.883 -0.11
C -1.206 -0.483 -1.515 0.654 -0.538 -2.457 0.09
C 0.088 -0.662 -2.180 -2.391 -0.714 -1.180 0.03
C 1.351 -0.407 -1.322 0.279 0.944 0.715 -0.38
O 1.217 0.236 -0.312 -0.274 -0.299 -1.135 0.11
O 2.615 -0.852 -1.676 -1.273 0.265 -1.065 0.08
C 0.055 -1.029 -3.607 -0.942 0.659 1.277 -0.17
N 1.293 -1.224 -4.336 -1.576 -0.718 0.916 0.00
C 1.680 -2.660 -4.085 0.791 -0.183 0.240 -0.20
C 2.851 -3.147 -5.030 -0.788 -0.917 0.195 -0.20
C 2.260 -4.201 -6.078 1.181 0.585 0.411 -0.13
C -1.250 -1.199 -4.294 1.899 -0.583 0.518 -0.15
C -1.138 -1.535 -5.796 -0.143 2.288 -0.179 -0.68
I -1.372 -3.464 -6.687 -0.041 0.666 0.776 1.05
C -0.818 -0.493 -6.630 -0.108 -1.433 -0.487 -0.70
C -0.645 -0.640 -8.183 0.556 1.484 0.339 -0.18
I -0.460 1.521 -5.882 -0.271 -1.146 -0.441 0.94
N -2.464 -1.056 -3.606 2.082 -0.224 0.897 0.10
C -3.746 -1.283 -4.324 -1.652 0.536 -1.450 -0.23
F -3.804 -2.595 -4.843 0.676 1.418 0.930 -0.05
C -4.002 -0.201 -5.472 -0.668 -0.851 -0.353 -0.14
C -4.669 -0.918 -6.729 0.028 0.210 0.366 -0.08
H -2.527 -3.850 0.898 0.124 0.907 -0.603 0.08
H -1.331 -3.203 -0.301 -1.021 0.169 0.499 0.08
H -2.375 -2.040 0.641 0.021 -1.161 -0.321 0.06
H -4.116 -4.003 -0.785 0.596 0.950 -0.374 0.11
H -3.019 -3.334 -2.024 -0.449 0.487 0.969 0.10
H -5.270 -2.078 -1.747 0.658 0.212 0.882 0.11
H -4.854 -1.766 0.018 0.167 0.010 -1.015 0.12
H -3.542 0.094 -0.478 0.171 -0.468 -1.253 0.13
H -4.517 0.104 -2.021 0.957 -0.355 0.687 0.12
H -1.222 -0.175 -0.439 -0.175 -0.383 -1.278 0.14
H 3.189 -0.087 -1.877 -0.193 -0.325 0.614 0.15
H 1.998 -0.587 -3.963 -0.194 -0.378 -0.092 0.11
H 0.734 -3.264 -4.190 1.070 0.487 -0.242 0.10
H 2.005 -2.811 -3.010 -0.402 0.346 -1.027 0.12
H 3.360 -2.309 -5.571 -0.622 -0.554 0.550 0.11
H 3.630 -3.636 -4.385 -0.752 0.417 -0.633 0.11
H 1.370 -4.720 -5.647 0.694 0.502 -0.539 0.03
H 2.023 -3.615 -7.008 -0.036 -1.017 0.764 0.06
H 3.045 -4.983 -6.272 -0.833 0.817 -0.164 0.08
H 0.003 0.218 -8.528 -0.666 -0.910 0.345 0.06
H -1.622 -0.496 -8.730 0.894 -0.492 0.709 0.10
H -0.106 -1.571 -8.481 -0.756 0.620 0.396 0.04
H -4.634 -1.208 -3.656 1.255 -0.204 -0.007 0.14
H -3.086 0.374 -5.738 -0.802 -0.567 0.238 0.03
H -4.777 0.514 -5.091 0.860 -0.512 -0.083 0.12
H -3.978 -1.652 -7.216 -0.513 0.820 0.363 0.04
H -5.569 -1.505 -6.398 0.807 0.644 -0.314 0.09
H -5.012 -0.133 -7.459 0.449 -0.848 0.691 0.09
C 2.283 -0.212 3.615 -0.093 -0.105 0.097 -0.04
C 1.370 -0.490 2.600 -0.004 0.007 0.068 -0.05
C 0.282 -1.312 2.852 0.165 0.172 -0.145 0.00
C 0.106 -1.871 4.113 0.118 0.046 0.021 -0.08
C 1.034 -1.613 5.123 0.020 0.107 -0.234 -0.08
C 2.116 -0.772 4.873 0.110 0.112 -0.143 0.01
C 0.886 -2.241 6.460 0.430 0.106 0.531 -0.28
O 1.691 -2.014 7.342 -0.096 -0.020 -0.132 0.11
C -0.257 -3.158 6.698 -0.174 -0.148 -0.007 -0.08
C -0.378 -3.800 7.927 -0.085 -0.123 0.146 0.01
C -1.450 -4.649 8.163 0.023 0.072 -0.102 -0.05
C -2.411 -4.853 7.176 0.071 0.063 -0.038 -0.05
C -2.291 -4.220 5.948 -0.096 -0.135 0.117 0.00
C -1.209 -3.378 5.701 -0.003 -0.061 0.148 -0.09
C -1.072 -2.734 4.373 -0.454 -0.139 -0.382 -0.27
O -1.909 -2.915 3.505 0.108 0.043 0.050 0.08
H 3.129 0.438 3.420 -0.051 -0.030 0.023 0.11
H 1.503 -0.065 1.612 0.041 -0.081 0.438 0.07
H -0.429 -1.522 2.060 -0.046 -0.086 0.167 0.10
H 2.832 -0.558 5.659 -0.134 -0.125 0.040 0.12
H 0.364 -3.642 8.700 0.012 0.104 -0.156 0.12
H -1.540 -5.151 9.119 0.011 0.041 -0.057 0.11
H -3.251 -5.511 7.365 0.052 0.043 -0.015 0.11
H -3.038 -4.386 5.181 0.141 0.099 -0.035 0.12
C 0.778 4.071 1.010 0.042 0.070 0.062 -0.07
C -0.091 5.120 1.300 0.116 0.025 0.046 -0.06
C 0.331 6.169 2.103 -0.182 -0.081 -0.120 0.00
C 1.620 6.167 2.630 -0.058 -0.233 -0.137 -0.08
C 2.481 5.104 2.358 -0.204 0.050 -0.065 -0.08
C 2.060 4.062 1.538 -0.157 -0.142 -0.137 -0.01
C 3.842 5.063 2.952 0.485 -0.448 -0.063 -0.28
O 4.593 4.137 2.711 -0.132 0.067 -0.004 0.10
C 4.264 6.166 3.849 0.014 0.154 0.129 -0.09
C 5.514 6.115 4.460 0.164 0.065 0.120 0.00
C 5.923 7.148 5.290 -0.099 -0.012 -0.068 -0.05
C 5.089 8.242 5.508 -0.047 -0.081 -0.072 -0.05
C 3.840 8.295 4.906 0.122 0.097 0.133 0.00
C 3.420 7.254 4.083 0.184 -0.052 0.052 -0.08
C 2.068 7.304 3.474 -0.349 0.599 0.185 -0.28
O 1.337 8.255 3.666 0.062 -0.153 -0.055 0.11
H 0.451 3.255 0.375 0.027 0.024 0.047 0.09
H -1.097 5.119 0.897 0.057 0.022 0.026 0.11
H -0.345 6.986 2.323 0.181 0.018 0.063 0.12
H 2.730 3.241 1.314 0.063 0.121 0.131 0.11
H 6.169 5.268 4.292 -0.154 0.013 -0.095 0.12
H 6.895 7.104 5.769 -0.059 -0.002 -0.038 0.11
H 5.413 9.052 6.151 -0.027 -0.049 -0.042 0.11
H 3.193 9.145 5.082 -0.065 -0.140 -0.100 0.12

9
Properties=species:S:1:pos:R:3:forces:R:3:lowdin_charge:R:1 method="wB97M-V/def2-TZVPD" e_homo_ev=-9.56 de_lowest_ev=4.443 orbital_gap_ev=10.42 lumo_ha=0.0317
O -2.145 0.028 0.263 0.096 -0.038 -0.014 -0.01
C -0.883 -0.087 0.069 0.209 0.302 -0.052 -0.51
N -0.416 1.135 -0.109 -0.110 -0.246 -0.012 0.04
O 0.966 1.139 -0.188 0.013 -0.117 0.014 0.01
C 1.293 -0.168 -0.123 -0.069 -0.114 0.020 -0.09
C 0.225 -0.998 0.028 0.089 0.057 -0.004 0.05
H -1.627 1.384 0.143 -0.094 -0.026 0.048 0.27
H 2.355 -0.358 -0.201 -0.151 -0.033 0.018 0.13
H 0.233 -2.074 0.118 0.018 0.215 -0.018 0.11

Computed molecular weight, in the same sequence as the records: 578.29, 1005.68, 85.06 g/mol.
Computed max |F|, in the same sequence as the records: 5.35, 2.76, 0.37 eV/A.
Computed energy, in the same sequence as the records: -1679.6335, -3073.3023, -321.2144 a.u..